A molecular structure, C48H139N7O27Sn. Source: the Open Molecules 2025 dataset; level of theory: ωB97M-V/def2-TZVPD.

Its spin multiplicity is 1. For the energy relative to the best compared isomer or geometry (same formula, charge and spin), the calculation gives 391.7 kJ/mol. For the LUMO energy, the calculation gives -0.0215 hartree. The total energy comes out at -4540.7948 a.u. The calculation puts the orbital gap at 5.655 eV. As for the highest occupied orbital energy: -6.24 eV.

Geometry (Å):
N 1.25360 -3.48540 1.29551
H 0.62301 -3.49397 2.08443
H 1.09538 -2.69602 0.68563
H 1.04810 -4.26105 0.68212
H 2.24608 -3.55383 1.46985
Sn 2.77364 -1.50058 -2.69807
C 0.22074 2.01939 -5.80456
C 0.98858 1.11749 -4.90142
O 1.87171 0.19198 -5.48692
H -0.47421 2.71904 -5.34021
H -0.39289 1.47450 -6.52196
H 0.92920 2.70206 -6.27375
H 0.32367 0.63180 -4.18722
H 1.51266 1.75379 -4.18829
C -0.88618 0.42719 -1.02956
C -0.61517 -1.06147 -0.69224
O 0.71583 -1.25122 -0.25668
H -0.59954 1.03455 -0.17105
H -1.90800 0.53360 -1.39377
H -0.20974 0.76358 -1.81530
H -0.67862 -1.77476 -1.51400
H -1.36753 -1.38245 0.02819
C 4.79829 -6.31202 -2.43589
C 4.50026 -5.18954 -1.54541
O 3.26673 -4.50092 -1.75779
H 4.81135 -6.09375 -3.50374
H 3.98216 -7.01639 -2.27492
H 5.71664 -6.86166 -2.22944
H 5.28878 -4.45303 -1.69995
H 4.61683 -5.53715 -0.51892
C -1.47628 -3.46160 4.33140
C -1.40838 -2.24539 5.29930
O -0.47627 -2.36635 6.34870
O -0.42466 -3.42245 3.41431
H -2.34500 -3.36416 3.68030
H -1.54250 -4.41945 4.84740
H -2.41375 -2.04935 5.67196
H -1.23337 -1.37643 4.66497
H -0.81525 -1.97761 7.15838
H 0.38337 -3.43356 3.93255
C 3.30118 -3.05922 4.47616
C 3.88686 -2.31916 3.23590
O 3.89422 -3.16025 2.11328
O 2.05864 -3.70719 4.33063
H 3.07726 -2.37076 5.29100
H 4.00967 -3.78924 4.86761
H 4.91586 -2.00048 3.40238
H 3.19618 -1.50387 3.02062
H 4.36567 -3.97329 2.30898
H 2.12387 -4.49555 4.87455
C 0.12795 -6.12174 -1.42363
C 0.83786 -7.01125 -2.51124
O 1.57142 -6.10135 -3.26459
O 1.05151 -5.45574 -0.57712
H -0.50036 -6.71695 -0.76102
H -0.51128 -5.33476 -1.82383
H 0.11147 -7.64019 -3.02591
H 1.46108 -7.69363 -1.93327
H 2.22404 -5.70021 -2.68600
H 1.75262 -5.08061 -1.11501
C -2.21485 4.80473 -0.02493
C -3.61309 5.41954 -0.25475
O -3.91135 5.43717 -1.58101
O -2.15568 3.44038 -0.25936
H -1.97976 4.98293 1.02438
H -1.42485 5.39340 -0.49126
H -3.67976 6.42856 0.15212
H -4.35861 4.78183 0.22027
H -3.50662 4.66886 -1.99024
H -2.51499 3.12323 0.57245
C 1.66494 4.90639 -3.17667
C 0.31436 4.41631 -2.69013
O 0.36067 3.59625 -1.56971
O 1.64844 6.32872 -3.64123
H 1.95822 4.33815 -4.05938
H 2.54720 4.92526 -2.53687
H -0.28361 3.97868 -3.48950
H -0.24047 5.32741 -2.46621
H -0.51102 3.43096 -1.20306
H 0.77975 6.42544 -4.03823
C -0.58107 3.79165 3.39454
C -1.56279 4.02664 4.56703
O -2.77323 4.20877 3.85840
O 0.80150 3.72353 3.75379
H -0.65855 4.50289 2.57219
H -0.76116 2.76441 3.07763
H -1.30266 4.94117 5.10001
H -1.68851 3.23437 5.30501
H -3.41285 4.50832 4.50858
H 1.24637 4.57417 3.74267
C -3.00908 2.53085 -3.50455
C -3.38737 1.55944 -4.63859
O -4.76147 1.10821 -4.51733
O -3.49132 3.82125 -3.82786
H -1.92252 2.61069 -3.47111
H -3.49167 2.23259 -2.57382
H -2.69633 0.71808 -4.69025
H -3.26615 1.98220 -5.63593
H -4.89822 0.91709 -3.58653
H -4.41740 3.78183 -4.07768
C 2.80204 2.15214 -0.42384
C 2.21948 1.83309 0.92246
O 2.26780 0.48483 1.18318
O 2.25489 1.47613 -1.48306
H 3.85596 1.87728 -0.38137
H 2.70367 3.20344 -0.69440
H 1.18318 2.15137 1.03604
H 2.75454 2.34459 1.72257
H 1.58329 0.00243 0.71377
H 1.53754 2.02549 -1.80741
C -2.46414 0.41050 2.78195
C -3.69264 1.14199 2.23895
O -3.26239 2.46893 1.92050
O -1.87960 0.84770 3.99909
H -1.70593 0.40549 1.99888
H -2.74964 -0.63526 2.89581
H -4.54904 0.98865 2.89558
H -4.07390 0.68840 1.32406
H -3.18679 2.91716 2.76606
H -0.94468 0.62996 4.00868
C 3.06040 1.04392 4.85206
C 1.64377 0.58235 5.16954
C 1.03838 1.37742 6.35767
O 1.95466 1.28981 7.46145
C 1.48542 1.87063 8.66288
N 0.86676 0.69445 3.94366
H 3.78365 0.73647 5.60736
H 2.99151 2.13152 4.83004
H 3.39500 0.82280 3.83852
H 1.70982 -0.48391 5.38595
H 0.05150 1.05100 6.68572
H 0.98782 2.40977 6.01151
H 1.30600 2.94431 8.60688
H 2.16373 1.71760 9.50227
H 0.56623 1.36264 8.95466
H 0.93875 1.64863 3.62047
H 1.30370 0.08598 3.26621
C 2.06091 5.92150 0.44471
C 2.17979 7.37712 -0.00147
C 3.15977 8.24926 0.80465
O 2.76507 8.29222 2.18897
C 3.06720 9.55676 2.81567
N 2.66496 7.42804 -1.38082
H 1.82489 5.93228 1.50879
H 2.95189 5.30971 0.30343
H 1.30872 5.41472 -0.15985
H 1.19071 7.83071 0.06250
H 3.11068 9.24738 0.36942
H 4.22170 8.00992 0.74886
H 2.49750 10.35699 2.34326
H 4.12590 9.80885 2.75474
H 2.68132 9.60679 3.83385
H 2.40224 8.32902 -1.75407
H 2.24828 6.71105 -1.95736
C -3.45280 -3.69652 0.32556
C -3.03841 -5.18402 0.28802
C -3.74430 -6.14044 1.26175
O -2.92595 -6.31970 2.44131
C -1.70653 -7.02338 2.34461
N -3.21507 -5.64451 -1.13595
H -3.19835 -3.37412 1.33521
H -4.52084 -3.47902 0.33513
H -2.91160 -3.06568 -0.37959
H -1.99161 -5.13754 0.58827
H -3.91296 -7.12583 0.82739
H -4.66489 -5.76151 1.70564
H -0.94376 -6.38686 1.89612
H -1.79597 -7.88288 1.68026
H -1.34437 -7.41888 3.29356
H -4.12456 -5.32336 -1.43558
H -2.70010 -5.13202 -1.83758
C -6.44428 2.82958 -1.20862
C -7.22546 1.66713 -1.81531
C -6.58538 0.28216 -1.51025
O -5.24369 0.24673 -2.01006
C -4.63527 -0.96977 -1.65570
N -8.62105 1.72533 -1.33498
H -7.02853 3.74963 -1.19244
H -5.59684 3.02418 -1.86595
H -6.22076 2.55120 -0.17875
H -7.29337 1.78573 -2.89671
H -7.15927 -0.49277 -2.01844
H -6.59223 0.08473 -0.43830
H -4.35243 -0.87018 -0.60775
H -3.74959 -1.21691 -2.24101
H -5.26730 -1.85428 -1.73490
H -9.14321 2.58938 -1.36486
H -9.20467 1.07574 -1.84242
C 6.82835 -2.03846 0.07027
C 5.78134 -0.87137 -0.15642
C 6.07939 -0.09353 -1.49908
O 5.74948 -0.78939 -2.67389
C 6.87659 -1.31714 -3.37816
N 4.38872 -1.32629 -0.00079
H 6.82716 -2.78681 -0.72223
H 6.46765 -2.55404 0.96031
H 7.87517 -1.74345 0.14265
H 5.82664 -0.22640 0.72112
H 7.11337 0.24316 -1.42399
H 5.49502 0.82658 -1.50372
H 7.38895 -2.10967 -2.83277
H 7.51026 -0.44356 -3.53125
H 6.57718 -1.70661 -4.35118
H 4.45060 -2.20667 0.49035
H 3.75655 -0.78939 0.57558
C -1.08642 -1.89380 -4.67995
C -0.67234 -3.29895 -4.33834
C -1.18975 -4.41648 -5.21236
O -2.61199 -4.57265 -4.99694
C -3.22980 -5.56887 -5.83307
N 0.77351 -3.25609 -4.39509
H -0.77172 -1.15431 -3.94359
H -2.17627 -1.89783 -4.69763
H -0.70684 -1.69274 -5.68175
H -1.02772 -3.45235 -3.31938
H -0.64991 -5.34495 -5.02628
H -0.89642 -4.18301 -6.23586
H -2.67288 -6.49953 -5.94172
H -3.54440 -5.14914 -6.78857
H -4.05717 -5.87619 -5.19345
H 1.13016 -4.17706 -4.18362
H 1.09123 -3.11079 -5.34274